## w
Density functional theory data (ωB97M-V/def2-TZVPD) for a 6-piece molecular cluster, C7H26O9 overall.

Last column: Mulliken charge in e.
Positions of all 42 atoms, in Å:
O (-3.48, -1.33, 0.03)  -0.5253
C (-4.11, -0.85, -1.16)  -0.2777
C (-3.92, -1.94, -2.15)  -0.5174
O (-2.61, -2.48, -2.26)  -0.5049
H (-3.66, -0.77, 0.80)  0.2862
H (-5.18, -0.69, -1.02)  0.4086
H (-3.55, 0.04, -1.53)  0.1669
H (-4.22, -1.53, -3.13)  0.3391
H (-4.63, -2.76, -1.88)  0.2934
H (-2.36, -2.95, -1.40)  0.3235
O (2.48, -1.75, 3.28)  -0.5049
C (3.11, -2.34, 2.14)  -0.7653
C (2.70, -1.58, 0.94)  -0.2180
O (3.26, -0.30, 1.08)  -0.6276
H (2.06, -2.39, 3.81)  0.2724
H (4.17, -2.40, 2.34)  0.3172
H (2.78, -3.40, 2.00)  0.3673
H (1.61, -1.53, 0.90)  0.1593
H (3.04, -2.12, 0.08)  0.5063
H (3.22, 0.12, 0.16)  0.4658
O (0.96, 4.38, 0.92)  -0.5582
C (0.08, 3.27, 0.84)  0.3056
C (-0.64, 3.40, -0.48)  -0.4156
O (0.30, 3.27, -1.56)  -0.5037
H (1.63, 4.26, 1.59)  0.3114
H (0.56, 2.29, 0.91)  -0.2785
H (-0.60, 3.35, 1.67)  0.3251
H (-1.29, 4.32, -0.47)  0.2948
H (-1.30, 2.52, -0.54)  0.1685
H (0.89, 4.02, -1.63)  0.3252
C (-0.41, -0.75, -0.98)  0.7456
O (0.29, -0.79, -2.22)  -0.5897
H (-0.45, -1.68, -0.45)  0.2179
H (0.01, 0.10, -0.39)  -0.2238
H (-1.47, -0.46, -1.12)  -0.3708
H (-0.30, -1.24, -2.87)  0.2984
O (1.00, 0.71, 2.90)  -0.6904
H (1.12, -0.17, 3.29)  0.3597
H (1.74, 0.61, 2.29)  0.3523
O (2.62, 0.44, -1.27)  -0.6107
H (2.03, -0.18, -1.75)  0.3000
H (2.51, 1.28, -1.71)  0.2723

Net charge: 0
SMILES: OCCO.OCCO.OCCO.CO.O.O
Frontier orbital gap, hartree: 0.3771

## x
Density functional theory data (ωB97M-V/def2-TZVPD) for a 10-piece molecular cluster, C7H26O9 overall.

Last column: Mulliken charge in e.
Positions of all 42 atoms, in Å:
C (2.93, -0.71, -0.52)  -1.5688
C (1.63, -0.05, -0.25)  0.8758
C (0.49, -0.62, -0.84)  -0.7671
C (-0.70, 0.11, -0.73)  0.2904
C (-0.73, 1.45, -0.39)  -1.9740
C (0.41, 2.02, 0.18)  -0.2297
C (1.54, 1.23, 0.30)  -0.6601
H (3.62, -0.21, -1.21)  0.2909
H (3.60, -0.69, 0.35)  0.3720
H (2.92, -1.78, -0.68)  0.4050
H (0.24, -1.65, -1.01)  0.9091
H (-1.67, -0.38, -0.80)  0.5904
H (-1.63, 2.04, -0.52)  0.5041
H (0.47, 2.97, 0.68)  0.7148
H (2.41, 1.72, 0.74)  0.4568
O (-2.01, 1.64, 2.24)  -0.7167
H (-1.86, 0.92, 2.88)  0.3463
H (-1.83, 1.30, 1.35)  0.2780
O (-3.36, -1.76, -1.08)  -0.6375
H (-3.12, -2.69, -0.94)  0.3139
H (-3.43, -1.81, -2.04)  0.2949
O (-4.20, -0.45, 1.73)  -0.6613
H (-3.99, -0.64, 0.80)  0.3134
H (-3.41, -0.01, 2.08)  0.3740
O (-0.95, -0.57, 3.23)  -0.6040
H (-1.22, -1.25, 3.85)  0.2731
H (-0.33, -0.90, 2.58)  0.2946
O (1.54, -2.04, -3.08)  -0.6014
H (1.75, -1.19, -3.49)  0.3046
H (2.47, -2.27, -2.93)  0.2819
O (1.03, 2.00, -3.07)  -0.6490
H (1.41, 1.50, -2.34)  0.3455
H (0.31, 2.54, -2.75)  0.3288
O (2.46, -1.44, 2.46)  -0.6179
H (3.08, -1.64, 3.17)  0.3025
H (2.46, -0.48, 2.43)  0.3167
O (-1.12, -2.56, -3.27)  -0.6882
H (-0.44, -3.06, -3.73)  0.2756
H (-0.61, -2.12, -2.59)  0.3527
O (0.35, 3.86, 2.36)  -0.6829
H (-0.32, 4.52, 2.12)  0.3349
H (-0.18, 3.15, 2.73)  0.3178

Net charge: 0
SMILES: Cc1ccccc1.O.O.O.O.O.O.O.O.O
Frontier orbital gap, hartree: 0.3528

Most stable one: x, least stable one: w.